No. 1
C2H4BrCl2Cu as an isolated structure, computed with the ωB97M-V functional and the def2-TZVPD basis.

The geometry in XYZ format:
```
10
Properties=species:S:1:pos:R:3
H -24.736 -1.893 22.935
H -25.805 0.258 23.074
Br -28.925 -2.530 24.496
C -24.053 -1.049 22.832
Cu -30.388 -4.160 27.858
H -23.544 -1.007 23.795
Cl -22.828 -1.488 21.582
H -25.200 0.223 21.443
C -24.888 0.288 22.486
Cl -23.899 1.719 22.575
```

Results
**LUMO energy**: -0.1360 Eh
**HOMO level**: -8.3072 eV

No. 2
C2H4BrCl4 as an isolated structure, computed with the ωB97M-V functional and the def2-TZVPD basis.

The geometry in XYZ format:
```
11
Properties=species:S:1:pos:R:3
Cl -0.370 -0.370 2.429
Cl -0.938 1.657 0.471
Cl -2.531 0.311 -1.571
H 1.743 -0.870 1.508
C -0.847 0.543 -0.945
H -0.428 -0.428 -0.681
Cl 0.171 -2.019 0.146
H 0.834 0.281 0.498
H -0.198 0.993 -1.697
Br 1.801 0.525 -1.257
C 0.763 -0.624 1.101
```

Results
**Net charge**: -1
**LUMO energy**: 0.1200 Eh
**HOMO level**: -4.3224 eV

No. 3
One molecule with the formula C2H4BrFO, computed with the ωB97M-V functional and the def2-TZVPD basis.

The geometry in XYZ format:
```
9
Properties=species:S:1:pos:R:3
F 0.439 -1.070 1.115
O 0.115 -1.165 -1.072
H -0.526 1.390 1.120
H 0.449 -2.069 -0.844
H -0.813 1.482 -0.648
C -0.706 0.874 0.185
H -1.604 0.347 0.248
C 0.419 -0.349 -0.020
Br 2.227 0.560 -0.084
```

Results
**LUMO energy**: 0.0256 Eh
**SMILES string**: C[C@](O)(F)Br
**HOMO level**: -10.3839 eV

No. 4
One molecule with the formula C2H4BrFO, computed with the ωB97M-V functional and the def2-TZVPD basis.

The geometry in XYZ format:
```
9
Properties=species:S:1:pos:R:3
F -0.509 1.312 0.937
H 0.583 -0.953 1.421
H 0.416 -1.553 -0.251
H 0.319 1.434 -1.151
C 0.582 -0.640 0.342
O -0.362 0.860 -1.268
H 1.661 -0.218 -0.028
Br -2.249 -0.565 -0.004
C -0.441 0.324 0.003
```

Results
**LUMO energy**: 0.0242 Eh
**SMILES string**: C[C@](O)(F)Br
**HOMO level**: -10.4567 eV

Quick rundown of energy above the lowest of the compared OMol25 structures with the same formula, charge and spin, same order as above: 63.85 44.18 11.74 15.15 kcal/mol